[1]
Formula: CH7ClN3
Source: the OMol25 dataset
Level of theory: wB97M-V/def2-TZVPD

```
12
CH7ClN3, DFT wB97M-V/def2-TZVPD
C -0.89 1.31 -0.11
N 0.30 0.93 -0.53
N -1.76 0.40 0.56
N 1.60 -1.51 -0.11
Cl -3.32 0.79 1.17
H -1.15 2.30 -0.10
H 1.03 1.58 -0.79
H 0.88 0.05 -0.29
H -1.62 -0.54 0.23
H 0.72 -1.98 0.04
H 2.09 -1.42 0.77
H 2.13 -1.92 -0.85
```

Properties
Multiplicity: 1
Frontier orbital gap, eV: 10.41
Total charge: +1
LUMO level, eV: -4.31
Energy, eV: -18135.397
HOMO level, eV: -14.722
Relative energy (zero: lowest compared OMol25 entry of this formula, charge and spin), kJ/mol: 0.0


[2]
Formula: CH7IN3
Source: the OMol25 dataset
Level of theory: wB97M-V/def2-TZVPD

```
12
CH7IN3, DFT wB97M-V/def2-TZVPD
C -0.67 -0.05 -0.42
N 0.61 0.32 -0.33
N -1.21 -0.30 -1.64
N -1.51 -0.18 0.64
I 3.09 0.82 2.39
H 1.23 0.26 0.60
H 1.10 0.02 -1.16
H -2.18 -0.38 -1.67
H -0.62 -0.32 -2.50
H -1.26 0.05 1.65
H -2.40 0.25 0.48
H 3.81 -0.46 1.93
```

Properties
Multiplicity: 1
Frontier orbital gap, eV: 10.33
Total charge: +1
LUMO level, eV: -3.25
Energy, eV: -13715.427
HOMO level, eV: -13.571
Relative energy (zero: lowest compared OMol25 entry of this formula, charge and spin), kJ/mol: 61.2


[3]
Formula: CH7IN7O
Source: the OMol25 dataset
Level of theory: wB97M-V/def2-TZVPD

```
17
CH7IN7O, DFT wB97M-V/def2-TZVPD
C -3.36 -1.33 -1.56
N -2.72 -0.21 -0.90
N -0.69 0.03 0.13
N -1.64 -0.23 -0.41
N 1.82 2.66 0.82
N 2.87 2.14 1.20
N 3.18 0.83 1.38
N 2.35 -0.12 1.04
O -3.21 -2.54 -0.93
I 2.18 -0.70 -1.03
H -2.92 -1.64 -2.52
H -4.40 -1.14 -1.91
H 0.91 2.21 0.57
H 3.69 2.90 1.22
H 4.09 0.43 1.43
H 1.72 -0.57 1.67
H -3.89 -2.70 -0.19
```

Properties
Multiplicity: 1
Frontier orbital gap, eV: 7.01
Total charge: +1
LUMO level, eV: -5.53
Energy, eV: -21714.952
HOMO level, eV: -12.539
Relative energy (zero: lowest compared OMol25 entry of this formula, charge and spin), kJ/mol: 14.2


[4]
Formula: CH7N2
Source: the OMol25 dataset
Level of theory: wB97M-V/def2-TZVPD

```
10
CH7N2, DFT wB97M-V/def2-TZVPD
C 0.26 0.97 0.84
N -0.96 1.16 0.51
H 1.06 1.25 0.17
H 0.42 0.46 1.78
H -1.69 0.73 1.06
H -1.26 1.69 -0.30
N 0.49 -1.28 -0.85
H 1.27 -1.26 -1.51
H 0.72 -2.12 -0.32
H -0.32 -1.60 -1.39
```

Properties
Multiplicity: 1
Frontier orbital gap, eV: 9.89
Total charge: +1
LUMO level, eV: -5.21
Energy, eV: -4123.387
HOMO level, eV: -15.093
Relative energy (zero: lowest compared OMol25 entry of this formula, charge and spin), kJ/mol: 50.7


[5]
Formula: CH7N2O
Source: the OMol25 dataset
Level of theory: wB97M-V/def2-TZVPD

```
11
CH7N2O, DFT wB97M-V/def2-TZVPD
N 1.67 1.32 1.98
H 2.30 0.75 1.47
H 1.31 1.96 1.27
H 0.91 0.69 2.21
N -0.34 0.06 -0.57
C -1.04 -1.24 -1.09
O -2.13 -1.02 -1.78
H -1.21 0.52 -0.30
H -0.05 0.53 -1.42
H -1.19 -1.80 -0.14
H -0.22 -1.76 -1.64
```

Properties
Multiplicity: 1
Frontier orbital gap, eV: 6.94
Total charge: -1
LUMO level, eV: 4.41
Energy, eV: -6177.937
HOMO level, eV: -2.527
Relative energy (zero: lowest compared OMol25 entry of this formula, charge and spin), kJ/mol: 38.6


[6]
Formula: CH7N2O
Source: the OMol25 dataset
Level of theory: wB97M-V/def2-TZVPD

```
11
CH7N2O, DFT wB97M-V/def2-TZVPD
N 1.79 0.80 -1.99
H 1.01 1.38 -1.70
H 2.63 1.30 -1.72
H 1.90 -0.01 -1.37
N -0.91 -0.74 -0.08
C -1.14 -0.10 1.49
O -1.21 -0.98 2.42
H -1.64 -1.46 -0.02
H -0.10 -1.29 0.21
H -2.07 0.49 1.22
H -0.26 0.60 1.53
```

Properties
Multiplicity: 1
Frontier orbital gap, eV: 6.99
Total charge: -1
LUMO level, eV: 4.22
Energy, eV: -6177.630
HOMO level, eV: -2.769
Relative energy (zero: lowest compared OMol25 entry of this formula, charge and spin), kJ/mol: 68.3


[7]
Formula: CH7N2O
Source: the OMol25 dataset
Level of theory: wB97M-V/def2-TZVPD

```
11
CH7N2O, DFT wB97M-V/def2-TZVPD
N 2.05 1.17 0.99
H 1.45 1.18 1.80
H 2.81 0.51 1.18
H 1.46 0.69 0.29
N -0.42 0.09 -0.26
C -1.41 -1.02 -0.83
O -2.64 -0.67 -0.99
H -0.78 0.38 0.65
H -0.60 0.85 -0.91
H -1.15 -1.93 -0.18
H -0.77 -1.24 -1.73
```

Properties
Multiplicity: 1
Frontier orbital gap, eV: 7.08
Total charge: -1
LUMO level, eV: 4.46
Energy, eV: -6177.947
HOMO level, eV: -2.616
Relative energy (zero: lowest compared OMol25 entry of this formula, charge and spin), kJ/mol: 37.7


[8]
Formula: CH7N2O
Source: the OMol25 dataset
Level of theory: wB97M-V/def2-TZVPD

```
11
CH7N2O, DFT wB97M-V/def2-TZVPD
O -1.93 1.07 0.10
H -2.60 1.54 0.61
N 0.79 -0.23 -1.30
C 1.29 -0.53 0.05
N 0.27 -0.49 1.10
H 0.12 -0.93 -1.59
H 0.28 0.64 -1.28
H 1.86 -1.45 0.02
H 2.00 0.27 0.27
H -0.24 0.40 0.98
H -0.44 -1.13 0.75
```

Properties
Multiplicity: 1
Frontier orbital gap, eV: 7.42
Total charge: -1
LUMO level, eV: 4.61
Energy, eV: -6178.006
HOMO level, eV: -2.808
Relative energy (zero: lowest compared OMol25 entry of this formula, charge and spin), kJ/mol: 32.0


[9]
Formula: CH7N2O
Source: the OMol25 dataset
Level of theory: wB97M-V/def2-TZVPD

```
11
CH7N2O, DFT wB97M-V/def2-TZVPD
O -1.89 -0.65 1.32
H 1.55 0.46 1.06
H -2.04 -1.33 1.97
H -2.78 -0.63 0.91
N 0.80 -0.03 0.56
C 0.50 0.65 -0.75
N 1.17 0.22 -1.69
H -0.05 -0.10 1.13
H 1.11 -0.97 0.30
H -0.19 1.48 -0.65
H 1.15 0.68 -2.60
```

Properties
Multiplicity: 1
Frontier orbital gap, eV: 12.32
Total charge: +1
LUMO level, eV: -3.63
Energy, eV: -6171.079
HOMO level, eV: -15.948
Relative energy (zero: lowest compared OMol25 entry of this formula, charge and spin), kJ/mol: 137.6


[10]
Formula: CH7N2O
Source: the OMol25 dataset
Level of theory: wB97M-V/def2-TZVPD

```
11
CH7N2O, DFT wB97M-V/def2-TZVPD
N 0.59 0.42 -2.04
H 0.66 0.36 -3.10
H 1.50 0.90 -2.03
H -0.76 -0.08 -0.73
H -0.14 1.18 -2.14
C -0.55 0.12 0.98
N 0.61 -0.07 1.60
O -0.90 -0.76 -0.01
H -1.24 0.55 1.68
H 0.83 0.76 2.11
H 1.32 -0.83 1.49
```

Properties
Multiplicity: 2
Frontier orbital gap (spin up / spin down), eV: 12.37 / 6.37
Total charge: +2
LUMO level (spin up / spin down), eV: -10.78 / -16.34
Energy, eV: -6153.451
HOMO level (spin up / spin down), eV: -23.152 / -22.711
Relative energy (zero: lowest compared OMol25 entry of this formula, charge and spin), kJ/mol: 422.9


[11]
Formula: CH7N2O2P
Source: the OMol25 dataset
Level of theory: wB97M-V/def2-TZVPD

```
13
CH7N2O2P, DFT wB97M-V/def2-TZVPD
C -1.15 -0.86 1.42
P 0.23 -0.84 0.14
N 1.50 -0.21 0.97
O -0.11 0.63 -0.57
N -0.48 0.83 -1.92
O 0.58 1.44 -2.55
H -0.94 -0.43 2.38
H -2.06 -0.34 0.93
H -1.49 -1.98 1.72
H 1.75 -0.84 1.76
H 2.29 0.24 0.62
H -1.24 1.64 -1.96
H 1.11 0.71 -2.95
```

Properties
Multiplicity: 1
Frontier orbital gap, eV: 9.08
Total charge: 0
LUMO level, eV: 1.02
Energy, eV: -17511.191
HOMO level, eV: -8.056
SMILES string: CP(N)ONO
Relative energy (zero: lowest compared OMol25 entry of this formula, charge and spin), kJ/mol: 478.2


[12]
Formula: CH7N2S
Source: the OMol25 dataset
Level of theory: wB97M-V/def2-TZVPD

```
11
CH7N2S, DFT wB97M-V/def2-TZVPD
S -1.82 -2.53 0.50
H -1.36 -1.68 -0.58
N 1.12 -0.22 0.73
C 0.71 0.62 -0.44
N -0.62 1.16 -0.36
H 0.56 -0.03 1.53
H 1.25 -1.18 0.68
H 1.37 1.49 -0.27
H 0.95 0.15 -1.46
H -1.31 0.66 -0.77
H -0.85 1.54 0.44
```

Properties
Multiplicity: 1
Frontier orbital gap, eV: 6.83
Total charge: -1
LUMO level, eV: 4.25
Energy, eV: -14965.931
HOMO level, eV: -2.578
Relative energy (zero: lowest compared OMol25 entry of this formula, charge and spin), kJ/mol: 121.1